(1)
Below is a molecular structure, C57H56AuN5O4S2, with properties calculated with ωB97M-V with the def2-TZVPD basis set.

E_HOMO (eV): -7.074
LUMO (eV): -1.86
ΔE to the lowest compared entry with this formula, charge and spin (kcal per mole): 14.8
F_max (eV/Å): 0.60
Frontier orbital gap (eV): 5.22

Last column: Löwdin charge in e.
Positions of all 125 atoms, in Å:
Au1 -0.28 -0.19 -0.34  0.9160
C1 0.89 1.44 -3.41  -0.0530
C2 1.90 1.85 -2.33  -0.3864
C3 2.60 3.16 -2.71  -0.0548
C4 2.87 0.72 -2.08  -0.1456
C5 3.90 0.46 -2.99  -0.0252
C6 4.77 -0.60 -2.79  -0.0528
C7 4.61 -1.43 -1.70  -0.0294
C8 3.61 -1.21 -0.76  -0.1440
C9 3.42 -2.23 0.36  -0.3692
C10 2.73 -3.47 -0.21  -0.0458
C11 4.72 -2.59 1.07  -0.0515
C12 2.77 -0.10 -0.96  -0.1736
N1 1.74 0.14 0.02  0.0130
C13 2.10 0.49 1.20  -0.1304
C14 1.18 0.35 2.43  -0.1564
N2 -0.01 -0.05 2.32  0.1517
C15 -0.78 -0.48 3.43  -0.1669
C16 -1.77 0.35 3.97  -0.1381
C17 -2.56 -0.19 4.99  -0.0274
C18 -2.39 -1.49 5.44  -0.0645
C19 -1.41 -2.28 4.86  -0.0358
C20 -0.60 -1.80 3.84  -0.1395
C21 0.40 -2.74 3.19  -0.3705
C22 -0.29 -4.00 2.63  -0.0509
C23 1.53 -3.13 4.15  -0.0450
C24 -1.99 1.80 3.56  -0.3412
C25 -2.42 1.95 2.11  -0.0760
C26 -0.79 2.69 3.89  -0.0596
C27 2.03 0.68 3.60  -0.0886
C28 1.80 0.71 4.94  0.0080
C29 2.84 1.14 5.80  -0.0391
C30 4.07 1.52 5.32  -0.0021
C31 4.33 1.49 3.93  -0.1398
C32 5.54 1.87 3.28  0.0017
C33 5.64 1.80 1.91  -0.0465
C34 4.58 1.34 1.10  0.0147
C35 3.41 0.96 1.70  -0.0786
C36 3.29 1.06 3.10  -0.0713
H1 0.22 2.26 -3.65  0.0733
H2 0.28 0.59 -3.08  0.0500
H3 1.40 1.15 -4.33  0.0840
H4 1.34 2.04 -1.41  0.0672
H5 3.05 3.10 -3.70  0.0766
H6 3.38 3.42 -2.00  0.0735
H7 1.87 3.98 -2.73  0.0796
H8 4.00 1.09 -3.86  0.1142
H9 5.57 -0.78 -3.50  0.1077
H10 5.27 -2.27 -1.57  0.1130
H11 2.75 -1.82 1.12  0.1013
H12 3.33 -3.91 -1.01  0.0841
H13 1.75 -3.23 -0.62  0.0784
H14 2.60 -4.22 0.57  0.0740
H15 5.39 -3.17 0.43  0.0761
H16 4.51 -3.19 1.95  0.0763
H17 5.26 -1.70 1.39  0.0778
H18 -3.32 0.44 5.43  0.1153
H19 -3.01 -1.88 6.23  0.1051
H20 -1.29 -3.30 5.20  0.1121
H21 0.85 -2.23 2.33  0.1011
H22 -0.78 -4.57 3.42  0.0770
H23 0.45 -4.65 2.16  0.0741
H24 -1.04 -3.74 1.89  0.0706
H25 1.14 -3.68 5.00  0.0821
H26 2.05 -2.25 4.52  0.0712
H27 2.26 -3.76 3.64  0.0734
H28 -2.82 2.15 4.18  0.1306
H29 -1.61 1.69 1.42  0.0174
H30 -2.72 2.98 1.90  0.0688
H31 -3.27 1.31 1.89  0.0829
H32 0.08 2.45 3.28  0.0573
H33 -0.51 2.60 4.94  0.0824
H34 -1.04 3.74 3.70  0.0738
H35 0.84 0.42 5.36  0.1184
H36 2.66 1.17 6.87  0.1108
H37 4.84 1.85 6.00  0.1183
H38 6.38 2.21 3.87  0.1195
H39 6.57 2.09 1.44  0.1106
H40 4.72 1.29 0.03  0.1162
O1 -0.05 2.77 -0.02  -0.5572
S1 -0.47 4.02 0.70  1.0070
C37 0.98 5.08 0.66  -0.3393
C38 2.21 4.45 0.56  -0.0837
C39 3.37 5.21 0.63  -0.0714
C40 3.29 6.58 0.80  -0.0760
C41 2.05 7.20 0.90  -0.0693
C42 0.89 6.45 0.83  -0.0652
C43 -1.56 4.90 -0.38  -0.3821
C44 -2.51 5.75 0.17  -0.0904
C45 -3.43 6.36 -0.67  -0.0571
C46 -3.41 6.10 -2.03  -0.0543
C47 -2.46 5.24 -2.57  -0.0570
C48 -1.54 4.62 -1.74  -0.0625
H41 2.24 3.38 0.40  0.0846
H42 4.33 4.72 0.54  0.1021
H43 4.20 7.17 0.85  0.1055
H44 1.99 8.27 1.03  0.1085
H45 -0.08 6.94 0.90  0.1070
H46 -2.55 5.91 1.24  0.1132
H47 -4.18 7.02 -0.26  0.1131
H48 -4.15 6.56 -2.68  0.1137
H49 -2.46 5.02 -3.63  0.1101
H50 -0.81 3.92 -2.13  0.0935
O2 -7.72 3.30 -1.92  -0.3780
S2 -8.93 2.67 -1.44  0.3858
O3 -9.62 3.37 -0.38  -0.3554
O4 -9.77 2.08 -2.47  -0.3520
C49 -8.30 1.19 -0.60  -0.3298
N3 -9.16 0.47 0.14  0.1338
C50 -8.67 -0.59 0.74  -0.1155
C51 -7.34 -0.98 0.66  -0.0006
C52 -6.54 -0.17 -0.12  -0.2307
N4 -7.02 0.89 -0.76  0.1533
C53 -5.07 -0.36 -0.30  -0.1125
C54 -4.40 0.47 -1.20  0.0275
C55 -3.03 0.38 -1.31  -0.1095
N5 -2.31 -0.47 -0.57  -0.1326
C56 -2.95 -1.30 0.27  -0.1307
C57 -4.32 -1.28 0.42  0.0062
H51 -9.37 -1.18 1.33  0.1093
H52 -6.97 -1.85 1.18  0.0977
H53 -4.97 1.20 -1.76  0.1265
H54 -2.48 1.04 -1.97  0.1091
H55 -2.33 -1.97 0.85  0.0919
H56 -4.77 -1.96 1.13  0.1118

(2)
Below is a molecular structure, C57H56KNO8PS, with properties calculated with ωB97M-V with the def2-TZVPD basis set.

E_HOMO (eV): -2.911
LUMO (eV): 2.13
ΔE to the lowest compared entry with this formula, charge and spin (kcal per mole): 0.0
F_max (eV/Å): 0.72
Net charge: -1
Frontier orbital gap (eV): 5.05

Last column: Löwdin charge in e.
Positions of all 125 atoms, in Å:
K1 0.18 0.37 1.28  0.7557
O1 0.88 1.91 3.48  -0.1149
N1 2.06 2.00 2.76  0.0005
C1 2.21 3.09 2.12  -0.1206
C2 3.49 3.40 1.43  -0.2003
C3 4.06 4.63 1.78  -0.0402
C4 5.29 5.01 1.28  -0.0808
C5 5.97 4.16 0.41  -0.0769
C6 5.39 2.96 0.04  -0.0835
C7 4.14 2.56 0.52  -0.2980
P1 3.28 1.08 -0.17  1.1292
C8 3.36 1.54 -1.95  -0.3626
C9 2.25 2.23 -2.44  -0.0853
C10 2.22 2.67 -3.75  -0.0672
C11 3.29 2.42 -4.59  -0.0846
C12 4.40 1.72 -4.11  -0.0875
C13 4.43 1.28 -2.80  -0.1022
C14 4.55 -0.22 0.01  -0.3600
C15 5.44 -0.23 1.08  -0.0888
C16 6.31 -1.30 1.27  -0.0913
C17 6.29 -2.37 0.39  -0.0970
C18 5.39 -2.38 -0.67  -0.0913
C19 4.52 -1.32 -0.85  -0.1120
H1 0.32 2.69 3.27  0.0557
H2 1.45 3.88 2.16  0.1328
H3 3.53 5.28 2.46  0.1142
H4 5.72 5.96 1.57  0.1008
H5 6.94 4.44 0.02  0.1015
H6 5.91 2.32 -0.67  0.1035
H7 1.39 2.41 -1.79  0.1018
H8 1.34 3.19 -4.12  0.0959
H9 3.27 2.76 -5.62  0.0985
H10 5.23 1.51 -4.77  0.0971
H11 5.28 0.72 -2.44  0.0965
H12 5.46 0.60 1.77  0.1034
H13 7.00 -1.29 2.10  0.0983
H14 6.97 -3.20 0.54  0.0965
H15 5.37 -3.22 -1.34  0.0985
H16 3.79 -1.35 -1.65  0.0952
C20 -4.67 -1.19 -3.02  0.0193
C21 -4.03 -0.21 -2.06  -0.5716
C22 -4.53 1.21 -2.27  0.0278
O2 -2.61 -0.30 -2.20  0.0192
C23 -2.00 -0.18 -0.94  -0.2769
C24 -3.17 -0.25 0.06  -0.1331
O3 -4.29 -0.64 -0.73  -0.0104
C25 -2.99 -1.19 1.28  -0.4532
O4 -1.81 -0.92 1.91  -0.3224
C26 -4.21 -0.91 2.19  -0.1389
C27 -5.49 -1.37 1.87  -0.0280
C28 -6.57 -1.08 2.69  -0.0917
C29 -6.39 -0.34 3.85  -0.1154
C30 -5.12 0.12 4.18  -0.0880
C31 -4.04 -0.17 3.35  -0.0162
C32 -2.97 -2.69 0.93  -0.1176
C33 -3.03 -3.58 2.01  -0.0326
C34 -2.86 -4.94 1.83  -0.1019
C35 -2.61 -5.46 0.56  -0.1266
C36 -2.55 -4.59 -0.52  -0.0804
C37 -2.74 -3.22 -0.33  -0.0100
C38 -1.55 2.28 -1.03  -0.2257
O5 -1.13 0.93 -0.84  -0.1539
C39 -1.48 3.13 0.11  -0.1606
C40 -1.16 4.52 0.01  -0.0542
C41 -1.09 5.35 1.11  -0.1248
C42 -1.33 4.88 2.40  -0.1483
C43 -1.63 3.53 2.54  -0.1535
C44 -1.67 2.67 1.45  -0.0900
C45 -1.60 2.72 -2.40  -0.1872
C46 -1.07 1.94 -3.45  -0.0638
C47 -1.16 2.34 -4.77  -0.1229
C48 -1.78 3.54 -5.13  -0.1352
C49 -2.32 4.31 -4.11  -0.1163
C50 -2.24 3.92 -2.79  -0.0702
H17 -4.43 -0.91 -4.04  0.0919
H18 -5.75 -1.19 -2.89  0.0897
H19 -4.29 -2.20 -2.82  0.0801
H20 -4.23 1.56 -3.26  0.0943
H21 -4.10 1.88 -1.53  0.0842
H22 -5.62 1.22 -2.19  0.0912
H23 -1.31 -1.02 -0.82  0.1435
H24 -3.33 0.77 0.45  0.1563
H25 -5.63 -1.95 0.97  0.1171
H26 -7.56 -1.45 2.43  0.0931
H27 -7.23 -0.12 4.50  0.0892
H28 -4.97 0.69 5.08  0.0945
H29 -3.04 0.16 3.60  0.1017
H30 -3.19 -3.18 3.00  0.1269
H31 -2.91 -5.61 2.68  0.0959
H32 -2.47 -6.52 0.41  0.0926
H33 -2.36 -4.97 -1.51  0.0998
H34 -2.71 -2.58 -1.20  0.0971
H35 -0.92 4.93 -0.96  0.0943
H36 -0.83 6.39 0.95  0.0930
H37 -1.32 5.55 3.26  0.0815
H38 -1.86 3.12 3.52  0.1093
H39 -1.90 1.63 1.66  0.0611
H40 -0.61 0.99 -3.23  0.1024
H41 -0.74 1.70 -5.54  0.0990
H42 -1.85 3.84 -6.16  0.0805
H43 -2.84 5.24 -4.35  0.0913
H44 -2.73 4.53 -2.04  0.1046
O6 1.35 -1.21 -1.80  -0.0649
H45 0.79 -0.43 -1.92  0.0161
H46 1.20 -1.49 -0.88  -0.0215
O7 -0.45 -0.91 4.21  -0.1026
H47 -1.06 -0.99 3.43  -0.0130
H48 -0.07 -0.03 4.17  -0.0048
C51 1.65 -3.30 3.16  -0.2055
S1 0.67 -3.21 1.67  0.9839
O8 1.21 -2.01 0.93  -0.6110
C52 1.37 -4.64 0.85  -0.3689
C53 2.33 -4.46 -0.13  -0.0550
C54 2.85 -5.57 -0.77  -0.0720
C55 2.40 -6.84 -0.44  -0.0910
C56 1.42 -7.01 0.53  -0.0841
C57 0.89 -5.90 1.17  -0.0914
H49 2.70 -3.19 2.89  0.0665
H50 1.46 -4.26 3.64  0.0595
H51 1.30 -2.49 3.80  0.0341
H52 2.66 -3.45 -0.37  0.0889
H53 3.61 -5.45 -1.54  0.1002
H54 2.81 -7.71 -0.95  0.0984
H55 1.06 -8.00 0.77  0.1015
H56 0.10 -6.01 1.90  0.1053

- What is the E_HOMO in the first record?
  -7.074 eV